*1*
Here is one molecule with the formula C3H4BrNS from the OMol25 dataset. Energies are from ωB97M-V/def2-TZVPD.

Summary:
E_LUMO = -0.1 eV

XYZ file:
```
10
Properties=species:S:1:pos:R:3:nbo_charge:R:1
N 0.0391 -0.2161 3.0613 -0.330
C 0.5364 -0.1637 2.0473 0.243
S 0.1743 1.1353 -0.5941 0.252
H 1.0212 -1.0844 -0.0812 0.248
Br 2.9818 0.3391 0.6182 0.043
C 0.9979 -0.1085 0.3914 -0.453
H -1.1832 -0.6432 -0.6027 0.220
H -2.1625 0.7563 -1.1830 0.237
H -1.1356 -0.1778 -2.3151 0.220
C -1.2694 0.1631 -1.3420 -0.681
```

***

*2*
Here is one molecule with the formula C3H4BrNS from the OMol25 dataset. Energies are from ωB97M-V/def2-TZVPD.

Summary:
E_LUMO (spin up / spin down) = -0.7 / -0.2 eV

XYZ file:
```
10
Properties=species:S:1:pos:R:3:nbo_charge:R:1
C 0.5250 1.2106 -1.4659 -0.695
H -0.1219 -2.3938 -1.2246 0.210
H 0.8104 0.1831 1.5544 0.193
N -0.2891 -1.1389 0.4058 -0.343
C -0.1320 -0.1355 1.2323 -0.104
H -0.8079 0.2024 1.8727 0.180
S 0.2473 -0.3091 -2.1168 0.296
Br 2.2320 1.7479 -0.8814 0.034
H -0.1422 1.9997 -1.6670 0.211
C -0.0756 -1.4831 -0.7593 0.017
```

***

Stability ranking, top entry: *1*; the second entry is 47.3 kcal/mol less favorable.